# 1
46
Properties=species:S:1:pos:R:3 method="wB97M-V/def2-TZVPD" lumo_ev="2.77 / 2.91" charge=-1
Sr 0.151 -1.339 -0.111
N -2.378 -2.243 0.088
N -0.592 -2.081 2.446
N -1.264 0.504 1.072
N -1.513 -0.130 -1.841
C 0.829 0.880 2.272
C 4.129 1.441 -0.479
C 2.650 1.646 -2.346
C 1.422 1.657 1.155
C 2.815 1.353 -0.979
C -1.676 1.231 -1.193
C -2.823 -2.503 1.455
C -0.856 -0.758 3.079
C 1.705 0.937 -0.144
C 5.011 2.048 -2.643
C 3.721 1.981 -3.158
C 0.502 1.878 -0.026
C -1.718 -3.010 2.374
C -0.889 1.359 0.072
C -2.748 -0.907 -1.960
C 5.199 1.777 -1.291
C -3.270 -1.310 -0.591
C -0.415 0.338 2.141
H -1.336 -3.964 1.997
H -3.541 -0.346 -2.476
H -2.536 -1.809 -2.543
H -1.093 -0.029 -2.757
H 3.548 2.195 -4.208
H -2.748 1.375 -1.016
H 5.848 2.308 -3.279
H -2.310 -3.117 -0.435
H 6.195 1.829 -0.865
H 4.294 1.227 0.571
H -0.330 -0.688 4.035
H -2.173 -3.201 3.359
H -3.193 -1.553 1.844
H -1.926 -0.672 3.278
H 1.430 0.640 3.145
H 1.649 1.600 -2.764
H 0.595 2.844 -0.528
H -3.661 -3.214 1.486
H -3.313 -0.420 0.038
H -1.354 1.988 -1.912
H -4.288 -1.717 -0.691
H 0.194 -2.528 2.899
H 2.058 2.499 1.428

# 2
48
Properties=species:S:1:pos:R:3 method="wB97M-V/def2-TZVPD" lumo_ev=-0.41 charge=0
O 5.626 0.337 0.546
O 2.245 2.794 -1.314
N 1.253 -1.423 0.526
N 3.597 -0.406 0.670
N -0.935 -1.448 -0.120
N 3.835 1.843 -0.293
N 0.421 0.533 -0.553
C -2.904 1.352 -0.705
C -3.726 2.329 1.371
C 4.938 2.824 -0.653
C -1.286 -4.047 -1.377
C 4.056 -1.684 1.191
C -2.539 2.415 1.882
C 1.751 0.716 -0.523
C 2.181 -0.539 0.431
C -0.594 1.331 -1.086
C -1.037 -2.558 0.614
C 4.327 0.647 0.244
C -1.382 2.138 0.976
C -4.033 1.422 0.161
C -1.678 1.782 -0.579
C -0.476 -3.853 -0.132
C -5.480 1.194 -0.264
C 0.237 -0.981 -0.209
C 2.515 1.847 -0.829
H -0.837 -2.509 1.853
H -0.387 2.512 1.136
H 5.045 -1.533 1.679
H -0.777 -5.041 -1.955
H -1.708 -0.903 -0.107
H -5.981 1.113 0.630
H 4.255 3.553 -0.981
H -3.194 0.915 -1.400
H -1.016 0.926 -2.077
H 5.139 3.183 0.500
H 3.454 -1.880 2.312
H -2.288 2.866 2.609
H -5.527 0.556 -1.069
H -2.367 -2.817 0.824
H 0.384 -3.805 -0.265
H -2.241 -4.303 -1.321
H 3.993 -2.705 0.730
H -4.543 2.425 2.103
H -5.920 2.251 -0.724
H -0.005 2.233 -1.522
H 5.597 2.343 -1.308
H -1.148 -3.271 -2.041
H -0.840 -4.675 0.418

# 3
48
Properties=species:S:1:pos:R:3 method="wB97M-V/def2-TZVPD" lumo_ev=0.68 charge=0 smiles=Cc1cc(C)n(-c2nc(NCCCO)c3c4c(sc3n2)CCCC4)n1
S 0.698 -1.825 -2.927
O -4.344 3.428 0.807
N 1.681 -1.955 2.177
N 1.684 -1.419 3.470
N -0.444 1.777 0.477
N 0.526 -0.076 1.182
N 1.249 -1.817 -0.205
C -1.899 1.898 0.300
C 2.482 -4.160 1.091
C -0.628 1.345 -5.121
C 0.091 0.557 0.099
C 1.139 -1.272 1.044
C 2.642 -3.501 3.495
C 0.067 0.021 -4.926
C 0.211 0.025 -1.164
C -0.300 2.126 -2.759
C 2.277 -3.208 2.200
C -0.015 2.413 -4.247
C 0.182 -0.235 -3.451
C -2.660 1.928 1.689
C -4.158 2.206 1.503
C 2.560 -2.093 5.722
C 0.734 -1.229 -1.263
C 2.318 -2.312 4.222
C -0.041 0.660 -2.429
H 3.621 -2.082 5.939
H 1.058 2.439 -4.429
H -2.309 1.091 -0.335
H 3.292 -3.792 0.451
H -0.385 3.416 -4.556
H -2.510 1.010 2.205
H -2.224 2.678 2.268
H 3.077 -4.448 3.854
H -2.027 2.850 -0.233
H -0.480 1.715 -6.160
H -1.702 1.289 -4.918
H 1.545 -4.269 0.499
H -4.636 1.374 0.969
H -0.521 -0.758 -5.421
H -1.337 2.341 -2.631
H 0.326 2.763 -2.104
H -4.652 2.280 2.488
H 1.022 0.054 -5.449
H 2.752 -5.132 1.464
H 2.086 -1.196 6.123
H 2.186 -2.994 6.193
H -4.121 4.195 1.360
H -0.113 1.894 1.439

# 4
57
Properties=species:S:1:pos:R:3 method="wB97M-V/def2-TZVPD" lumo_ev="-7.95 / -10.48" charge=+2 multiplicity=5
Ru -0.009 1.882 1.101
As 2.550 0.751 1.879
S -0.170 1.286 3.753
P 0.713 2.885 -0.858
O 2.192 2.757 -1.344
O -0.074 0.341 2.595
O 1.826 2.270 1.614
O -0.101 2.376 -2.099
O 4.084 0.649 1.442
O -1.196 0.960 4.677
O -0.354 2.634 3.148
O 1.638 -0.168 0.658
O 0.530 4.447 -0.609
N -6.513 -1.377 0.354
N -1.876 1.248 0.673
C 1.518 1.206 5.948
C -3.216 -0.455 -0.325
C 1.415 1.079 4.573
C 0.242 2.577 -3.513
C -0.528 4.991 0.197
C -2.888 1.558 1.498
C -1.886 4.657 -0.390
C 3.420 3.231 -0.768
C 3.603 0.071 4.473
C 2.664 0.748 6.584
C -4.274 -0.136 0.533
C 2.454 0.534 3.848
C -5.514 -0.830 0.447
C 3.627 4.715 -0.921
C -4.100 0.893 1.464
C 3.685 0.158 5.856
C -2.038 0.261 -0.218
C -0.755 3.514 -4.153
H 4.409 -0.337 3.871
H -0.435 4.606 1.227
H -1.755 3.088 -4.136
H -0.766 4.475 -3.644
H 4.570 -0.217 6.351
H 2.136 -0.930 0.331
H -0.359 6.070 0.197
H -2.003 5.131 -1.362
H -3.316 -1.234 -1.066
H 2.760 0.853 7.656
H -2.715 2.367 2.205
H -1.193 0.056 -0.870
H -1.967 3.571 -0.513
H 1.258 2.964 -3.585
H 4.595 4.979 -0.505
H -2.681 5.009 0.261
H -4.902 1.172 2.136
H 4.197 2.650 -1.278
H 0.206 1.584 -3.968
H 3.610 5.001 -1.972
H 0.702 1.642 6.506
H 2.855 5.285 -0.409
H 3.452 2.958 0.304
H -0.474 3.675 -5.192

# 5
57
Properties=species:S:1:pos:R:3 method="wB97M-V/def2-TZVPD" lumo_ev="-3.45 / -4.80" charge=+1 multiplicity=2
Bi 8.980 10.281 6.393
Cl 6.831 5.764 4.212
Cl 7.101 8.753 4.059
Si 7.404 6.777 11.962
O 7.522 6.412 7.174
O 8.709 8.137 6.439
N 7.677 10.750 12.284
N 8.788 12.147 9.229
N 9.973 9.919 9.719
N 10.091 9.550 8.414
N 9.144 12.266 7.885
N 7.020 8.860 9.905
N 8.770 11.119 11.557
N 7.494 10.139 9.582
C 8.012 11.018 13.542
C 9.253 11.613 13.570
C 8.988 7.246 13.009
C 9.723 11.661 12.305
C 7.764 7.651 10.250
C 7.769 7.246 6.314
C 8.397 13.379 9.670
C 6.441 10.806 9.038
C 8.867 13.515 7.557
C 7.080 5.065 11.490
C 10.784 9.109 10.443
C 11.308 8.167 9.605
C 5.714 8.788 9.593
C 8.348 14.243 8.640
C 10.887 8.526 8.367
C 5.328 10.008 9.051
C 6.848 7.320 5.109
C 5.841 7.423 12.605
B 8.803 10.826 10.034
H 9.147 8.318 12.769
H 6.502 11.800 8.607
H 5.897 8.493 12.921
H 8.191 15.334 8.680
H 10.850 9.092 11.555
H 5.018 7.467 11.887
H 12.049 7.358 9.780
H 10.946 7.942 7.480
H 7.855 4.585 10.911
H 8.031 13.547 10.705
H 9.777 12.032 14.456
H 6.960 4.400 12.377
H 8.849 7.286 14.117
H 10.692 11.934 11.764
H 6.111 4.761 11.029
H 7.381 10.889 14.402
H 5.108 7.914 9.772
H 7.596 7.002 9.397
H 4.319 10.297 8.704
H 5.856 7.517 5.485
H 5.537 6.823 13.467
H 9.011 13.832 6.563
H 9.842 6.605 12.736
H 8.798 8.106 10.222

# 6
64
Properties=species:S:1:pos:R:3 method="wB97M-V/def2-TZVPD" lumo_ev=-4.89 charge=+1
Br 1.039 -4.036 4.921
Br 1.310 -0.636 6.267
P -1.353 2.847 -1.535
F 3.888 2.187 -2.766
F 3.781 3.821 -0.844
F 2.096 1.094 -2.303
F 1.096 4.417 -0.479
F 3.544 1.812 -0.139
F 2.245 3.824 1.208
O -0.101 -2.916 -3.365
O 2.329 0.877 2.180
O -0.027 2.613 1.524
O -1.368 -3.380 -1.605
O -3.886 0.473 -0.712
O -2.568 3.139 -0.479
O -1.856 0.016 -2.879
O 1.030 2.804 -4.096
O 2.158 4.492 -3.179
N 0.237 1.060 -0.143
N -2.113 2.826 -3.072
N 1.326 -2.795 -3.213
C 3.265 -1.614 3.188
C -0.211 -1.850 6.269
C 0.484 -1.251 -0.404
C 0.584 2.341 0.541
C -0.998 -0.037 -1.850
C 0.230 -3.266 6.517
C 2.180 -1.664 2.075
C 0.799 -0.094 0.281
C -3.608 -0.811 -1.270
C 1.921 3.322 -3.188
C 2.652 2.344 -2.233
C -0.664 -2.590 -2.170
C -3.099 -0.724 -2.695
C 1.698 3.360 0.069
C -4.967 -1.604 -1.349
C -0.641 1.120 -1.157
C -0.407 -1.259 -1.483
C 2.892 2.816 -0.768
B 1.803 -0.212 1.526
H -0.722 -1.722 5.320
H 0.504 2.150 -3.609
H 1.256 -2.057 2.545
H -2.979 -1.425 -0.602
H -3.859 -0.238 -3.322
H -5.278 -1.793 -2.387
H 1.510 -1.795 -3.302
H 1.736 -3.276 -4.007
H -0.624 -3.902 6.740
H -0.856 -1.501 7.073
H 2.536 -2.322 1.267
H -3.421 3.030 -0.935
H 3.289 0.903 2.060
H 0.960 -3.353 7.317
H 0.918 -2.214 -0.143
H -1.475 3.069 -3.827
H -2.785 3.596 -3.050
H 4.257 -1.469 2.738
H 3.080 -0.832 3.945
H 3.223 -2.580 3.732
H -5.771 -1.104 -0.796
H -2.951 -1.728 -3.124
H -4.419 0.299 0.073
H -4.849 -2.601 -0.894

# 7
51
Properties=species:S:1:pos:R:3 method="wB97M-V/def2-TZVPD" lumo_ev=-3.45 charge=+1
Bi 7.586 -10.123 -6.190
Br 8.730 -14.483 -1.164
S 6.498 -8.343 -4.729
S 4.083 -7.141 -6.029
S 5.670 -9.155 -7.457
O 6.026 -11.999 -5.480
N 8.946 -8.381 -7.268
N 10.998 -10.810 -6.675
N 9.368 -13.044 -4.931
C 9.607 -14.178 -5.617
C 9.085 -8.338 -8.763
C 5.956 -13.247 -5.524
C 5.785 -14.027 -4.274
C 6.864 -15.641 -8.208
C 9.300 -13.170 -3.621
C 6.248 -15.045 -9.275
C 11.137 -11.230 -8.058
C 5.454 -13.211 -7.914
C 10.975 -10.066 -9.039
C 6.068 -13.859 -6.810
C 5.525 -13.830 -9.123
C 9.542 -9.661 -9.416
C 9.727 -15.463 -5.072
C 5.340 -8.132 -6.076
C 9.531 -15.551 -3.702
C 6.733 -15.071 -6.950
C 9.273 -14.384 -2.969
H 9.726 -14.103 -6.677
H 9.249 -12.238 -3.029
H 4.845 -12.321 -7.755
H 6.500 -14.827 -4.273
H 9.858 -16.378 -5.648
H 7.403 -16.526 -8.353
H 4.959 -13.465 -9.966
H 9.529 -9.538 -10.491
H 8.121 -8.106 -9.207
H 11.561 -9.190 -8.607
H 10.859 -11.662 -6.093
H 7.166 -15.537 -6.060
H 8.847 -10.432 -9.113
H 11.832 -10.329 -6.355
H 12.069 -11.782 -8.209
H 9.683 -16.448 -3.147
H 9.713 -7.450 -9.026
H 8.774 -7.484 -6.899
H 9.905 -8.616 -6.977
H 4.811 -14.499 -4.247
H 6.331 -15.491 -10.264
H 10.383 -11.996 -8.267
H 5.929 -13.363 -3.460
H 11.524 -10.295 -9.939

# 8
83
Properties=species:S:1:pos:R:3 method="wB97M-V/def2-TZVPD" lumo_ev=1.02 charge=-1
Br 14.141 0.083 1.323
Br -6.527 -2.802 -5.719
Br -2.805 -4.711 2.939
Br 12.004 2.072 2.590
Br 9.082 -1.488 5.029
Br -6.733 -2.002 -1.751
Br -5.170 -0.751 -7.739
Br 1.103 -8.855 4.520
Br -3.732 5.368 -1.952
Br -3.601 5.792 1.190
Br 11.796 -1.874 3.418
Br -7.361 -0.850 1.135
Br 1.847 5.158 -5.631
Br -6.214 -5.335 5.118
Br 5.149 -0.749 -1.452
Br 7.487 -0.235 0.641
Br -3.482 8.301 -0.767
Br -4.658 -0.486 -4.610
Br -8.094 -7.590 3.904
Br 5.444 -2.637 1.099
Br -0.653 -5.022 5.282
Br 11.393 0.651 -0.182
Br 0.725 8.353 -1.294
Br -8.917 -4.530 3.651
Br 1.115 2.497 -3.783
Br -0.146 5.421 -2.189
Br -3.614 10.662 -3.598
Br -0.819 3.535 -6.289
Br 9.215 -3.538 2.606
Br -2.945 -7.185 4.912
Br -6.244 11.264 -1.922
Br 1.160 -8.921 7.696
Br -6.119 -3.755 0.843
Br -0.796 -10.856 6.101
Br -6.286 9.073 -4.225
Br 2.916 6.080 -1.669
Ga 0.875 0.843 -1.111
Cl -1.951 2.296 -1.318
Cl -3.643 -0.135 -0.167
O 1.042 -2.819 1.444
O 1.761 -0.801 2.166
C 12.756 1.368 0.967
C 2.484 -0.404 0.977
C 0.082 -9.146 6.122
C -1.868 -1.034 -1.986
C 6.361 -1.558 -0.202
C 1.217 6.761 -2.265
C 1.007 3.410 -5.656
C -1.789 -5.923 4.023
C 2.081 0.999 0.524
C -5.531 10.738 -3.630
C 9.876 -1.885 3.325
C 0.870 -1.783 2.028
C -7.259 -2.427 0.045
C -5.901 -0.999 -5.977
C -1.894 -0.354 -0.638
C -4.174 6.526 -0.492
C -1.102 0.922 -0.523
C -7.460 -5.781 3.728
H -2.571 -0.561 -2.658
H -6.760 -0.351 -5.894
H 1.188 2.052 -2.155
H -1.065 1.181 0.530
H -0.875 -1.013 -2.416
H -8.246 -2.858 -0.001
H 1.334 7.044 -3.300
H 2.991 1.498 0.207
H 13.217 2.190 0.443
H -0.690 -8.391 6.149
H -1.513 -1.033 0.117
H 2.308 -1.107 0.173
H 1.278 -0.542 -1.814
H 1.605 1.550 1.326
H -1.150 -6.487 3.359
H -5.249 6.606 -0.458
H -6.932 -5.717 2.788
H -2.160 -2.073 -1.870
H -0.082 -1.564 2.526
H 7.010 -2.214 -0.761
H -5.815 11.496 -4.342
H 9.581 -1.100 2.644
H 3.543 -0.387 1.192
H 1.548 2.829 -6.393